# 1
Computed, not measured: an isolated ion of composition C3H8N3 and charge +1 in a non-equilibrium geometry, with the ωB97M-V functional and the def2-TZVPD basis.

Computed properties:
**Structure (SMILES)**: [NH+]#C[C@@H](N)CN
**Charge**: +1
**HOMO energy**: -0.4973 Ha
**LUMO**: -3.93 eV
**Electronic energy**: -7701.1704 eV
**Orbital gap**: 0.353 hartree

Last column: natural (NBO) charge in e.
Positions of all 14 atoms, in Å:
N  2.869  0.292  -0.228  -0.479
C  1.723  0.244  -0.228  0.648
C  0.370  -0.093  -0.219  -0.325
N  0.461  -1.354  0.582  -0.801
C  -1.198  0.755  0.336  -0.030
N  -2.182  0.561  -0.571  -0.795
H  3.872  0.448  -0.084  0.500
H  0.045  -0.319  -1.290  0.271
H  0.928  -2.140  0.371  0.395
H  0.126  -1.168  1.477  0.377
H  -1.188  0.181  1.303  0.219
H  -0.852  1.722  0.394  0.196
H  -2.855  -0.155  -0.383  0.415
H  -2.120  1.027  -1.461  0.409



# 2
Computed, not measured: an isolated molecule of C6H6, with the ωB97M-V functional and the def2-TZVPD basis.

Computed properties:
**Structure (SMILES)**: C#CC#CCC
**Charge**: 0
**HOMO energy**: -0.3411 Ha
**LUMO**: 0.99 eV
**Electronic energy**: -6315.7439 eV
**Orbital gap**: 0.377 hartree

Last column: natural (NBO) charge in e.
Positions of all 12 atoms, in Å:
C  3.866  0.027  -0.053  -0.175
C  2.682  -0.205  -0.060  -0.077
C  1.319  -0.435  -0.060  -0.122
C  0.121  -0.600  -0.051  0.102
C  -1.340  -0.661  0.004  -0.482
C  -1.939  0.751  0.051  -0.588
H  4.910  0.247  -0.046  0.238
H  -1.723  -1.210  -0.866  0.233
H  -1.641  -1.232  0.891  0.233
H  -3.020  0.710  0.215  0.211
H  -1.485  1.328  0.862  0.215
H  -1.749  1.281  -0.887  0.213



# 3
Computed, not measured: C3H4O2Sc as an isolated structure in a non-equilibrium geometry, with the ωB97M-V functional and the def2-TZVPD basis.

Computed properties:
**Charge**: +2
**HOMO energy (spin up / spin down)**: -0.6533 / -0.7347 Ha
**LUMO (spin up / spin down)**: -11.74 / -10.63 eV
**2S+1**: 2
**Electronic energy**: -27945.4062 eV
**Orbital gap (spin up / spin down)**: 0.222 / 0.344 hartree

Last column: natural (NBO) charge in e.
Positions of all 10 atoms, in Å:
H  1.489  0.465  -0.592  -0.228
O  -0.123  0.670  0.909  -0.503
O  -0.669  -1.347  0.621  -0.383
C  -0.678  0.667  -0.401  0.242
C  -1.470  -0.608  -0.362  -0.216
C  0.134  -0.573  1.274  0.377
H  -1.127  1.622  -0.667  0.267
H  -2.496  -0.516  0.018  0.294
H  -1.507  -1.175  -1.301  0.290
Sc  2.581  -0.289  1.091  1.860



Please write out number 3 again, unchanged.
Computed, not measured: C3H4O2Sc as an isolated structure in a non-equilibrium geometry, with the ωB97M-V functional and the def2-TZVPD basis.

Computed properties:
**Charge**: +2
**HOMO energy (spin up / spin down)**: -0.6533 / -0.7347 Ha
**LUMO (spin up / spin down)**: -11.74 / -10.63 eV
**2S+1**: 2
**Electronic energy**: -27945.4062 eV
**Orbital gap (spin up / spin down)**: 0.222 / 0.344 hartree

Last column: natural (NBO) charge in e.
Positions of all 10 atoms, in Å:
H  1.489  0.465  -0.592  -0.228
O  -0.123  0.670  0.909  -0.503
O  -0.669  -1.347  0.621  -0.383
C  -0.678  0.667  -0.401  0.242
C  -1.470  -0.608  -0.362  -0.216
C  0.134  -0.573  1.274  0.377
H  -1.127  1.622  -0.667  0.267
H  -2.496  -0.516  0.018  0.294
H  -1.507  -1.175  -1.301  0.290
Sc  2.581  -0.289  1.091  1.860



- Number 3 is which compound?
  C3H4O2Sc



- What is the formula in the third record?
  C3H4O2Sc